# 1
The following is a DFT calculation (ωB97M-V with the def2-TZVPD basis set) of a 7-piece molecular cluster, C21H62O27P6S overall.

relative energy (zero: lowest compared OMol25 entry of this formula, charge and spin) = 421.7 kJ/mol
charge = 0
HOMO = -10.31 eV
calculated total energy = -144642.1096 eV
orbital gap = 10.288 eV
structure (SMILES) = CCOS(C)(=O)=O.COP(=O)(OC)OC.COP(=O)(OC)OC.COP(=O)(OC)OC.COP(=O)(OC)OC.COP(=O)(OC)OC.COP(=O)(OC)OC

Each line ends with the Mulliken charge.
Positions of all 117 atoms, in Å:
C  2.452  -6.944  2.541  -1.218
C  1.219  -6.367  3.337  -0.278
O  0.193  -7.350  3.463  -0.298
S  -0.567  -7.647  4.916  1.126
C  -1.466  -6.082  5.142  -0.889
O  -1.557  -8.699  4.753  -0.575
O  0.532  -7.860  5.846  -0.592
H  2.298  -6.830  1.468  0.285
H  2.810  -7.944  2.786  0.334
H  3.388  -6.422  2.739  0.371
H  1.585  -6.125  4.335  0.337
H  0.859  -5.371  3.078  0.395
H  -1.820  -5.810  4.147  0.318
H  -0.763  -5.299  5.427  0.310
H  -2.336  -6.158  5.795  0.376
C  -2.540  -1.262  -0.021  -0.761
O  -1.967  -0.017  0.389  -0.285
P  -0.428  -0.026  0.908  0.973
O  -0.163  -0.719  2.190  -0.696
O  0.437  -0.580  -0.304  -0.255
C  0.669  0.308  -1.451  -0.713
O  -0.005  1.544  0.973  -0.207
C  1.173  1.861  1.633  -0.760
H  -2.888  -1.203  -1.052  0.263
H  -3.449  -1.461  0.545  0.306
H  -1.969  -2.181  0.117  0.340
H  0.500  -0.281  -2.352  0.304
H  1.717  0.591  -1.352  0.258
H  0.123  1.247  -1.543  0.343
H  1.291  1.343  2.584  0.344
H  0.974  2.874  1.984  0.269
H  2.126  1.739  1.117  0.277
C  -3.629  5.149  -6.149  -0.609
O  -4.877  5.385  -5.506  -0.230
P  -5.757  4.230  -4.861  0.954
O  -7.051  4.620  -4.310  -0.664
O  -5.765  3.134  -6.062  -0.342
C  -6.686  3.245  -7.194  -0.676
O  -4.778  3.564  -3.736  -0.285
C  -4.857  4.186  -2.422  -0.663
H  -3.339  6.077  -6.642  0.280
H  -3.712  4.373  -6.910  0.268
H  -2.776  4.826  -5.553  0.268
H  -6.160  3.472  -8.122  0.273
H  -7.417  4.048  -7.105  0.335
H  -7.139  2.260  -7.306  0.242
H  -3.809  4.341  -2.165  0.261
H  -5.183  3.469  -1.669  0.252
H  -5.384  5.139  -2.360  0.335
C  3.525  5.894  -1.787  -0.739
O  2.177  6.138  -1.575  -0.131
P  1.557  7.586  -1.987  0.956
O  1.480  7.938  -3.419  -0.681
O  2.359  8.623  -1.003  -0.351
C  2.340  8.521  0.379  -0.665
O  0.140  7.628  -1.245  -0.243
C  -0.851  8.538  -1.588  -0.744
H  3.893  5.862  -0.761  0.275
H  4.154  6.663  -2.233  0.346
H  3.674  4.958  -2.326  0.264
H  3.338  8.477  0.816  0.295
H  1.856  7.581  0.644  0.283
H  1.700  9.268  0.848  0.273
H  -0.759  9.050  -2.546  0.344
H  -1.129  9.214  -0.779  0.290
H  -1.773  7.965  -1.677  0.230
C  -2.176  3.787  5.651  -0.674
O  -2.038  3.764  7.030  -0.275
P  -0.618  3.761  7.791  1.002
O  0.415  4.698  7.336  -0.661
O  -0.122  2.239  7.684  -0.236
C  1.099  1.816  8.225  -0.721
O  -1.076  3.966  9.374  -0.370
C  -1.424  2.831  10.178  -0.625
H  -1.234  4.092  5.195  0.325
H  -3.032  4.389  5.348  0.254
H  -2.383  2.795  5.249  0.269
H  0.999  1.585  9.285  0.288
H  1.897  2.557  8.192  0.332
H  1.408  0.900  7.722  0.262
H  -0.795  2.889  11.067  0.283
H  -1.221  1.862  9.722  0.276
H  -2.454  2.773  10.529  0.271
C  -1.603  -6.065  -3.443  -0.682
O  -2.466  -7.074  -2.903  -0.234
P  -3.281  -8.113  -3.768  0.927
O  -2.524  -9.336  -4.072  -0.657
O  -3.603  -7.275  -5.097  -0.295
C  -4.482  -7.756  -6.103  -0.631
O  -4.708  -8.381  -3.033  -0.289
C  -4.908  -8.263  -1.637  -0.599
H  -2.171  -5.135  -3.458  0.301
H  -1.457  -6.219  -4.513  0.297
H  -0.625  -5.814  -3.031  0.296
H  -3.980  -8.358  -6.860  0.262
H  -5.062  -6.984  -6.610  0.254
H  -5.216  -8.365  -5.574  0.267
H  -4.090  -7.809  -1.077  0.293
H  -4.959  -9.271  -1.226  0.265
H  -5.854  -7.745  -1.482  0.226
C  7.997  -3.420  -3.639  -0.725
O  7.961  -2.984  -2.306  -0.237
P  7.674  -1.420  -2.022  1.015
O  6.652  -0.707  -2.785  -0.651
O  7.294  -1.388  -0.398  -0.327
C  6.059  -1.807  0.186  -0.655
O  9.127  -0.744  -2.015  -0.325
C  9.486  0.265  -1.135  -0.610
H  7.253  -2.989  -4.309  0.351
H  7.693  -4.465  -3.598  0.251
H  9.025  -3.420  -4.001  0.269
H  5.459  -2.504  -0.400  0.275
H  5.342  -1.014  0.397  0.264
H  6.267  -2.176  1.190  0.290
H  10.339  0.002  -0.509  0.249
H  8.653  0.555  -0.494  0.282
H  9.672  1.192  -1.677  0.285

Cartesian forces, eV/Å:
-0.39 0.90 -0.21
2.14 -0.44 1.57
-1.85 -0.59 0.40
1.01 -0.73 -0.15
0.52 -0.03 -0.64
1.42 1.57 -0.39
-1.54 0.71 -0.61
-0.10 -0.38 -0.01
-1.08 -0.31 0.12
-0.31 0.86 0.25
0.22 -0.45 0.37
-0.35 -0.33 -1.18
-0.07 -0.23 -0.05
-0.03 -0.19 0.34
0.42 -0.31 0.18
-1.23 -0.59 -0.09
1.61 0.19 0.40
0.15 0.29 1.13
-0.43 0.19 -1.36
-0.59 0.73 -0.46
0.86 -0.54 -0.06
-1.94 -1.89 -1.33
0.59 1.08 2.33
0.44 0.21 -0.12
0.02 0.42 0.33
0.73 0.44 -0.01
0.13 0.00 0.14
0.03 -0.10 -0.36
-0.55 -0.33 0.66
-0.21 -0.59 -0.09
0.73 0.35 -0.44
-0.34 0.13 -0.65
0.48 -0.10 -1.01
-0.05 0.34 0.53
0.84 -1.44 -0.17
0.12 0.41 -0.45
-0.28 0.59 0.63
0.34 -0.06 0.19
-1.33 0.58 -1.01
1.43 -0.47 0.22
-0.17 -0.01 0.10
-0.34 0.03 -0.11
-0.45 0.14 0.84
0.53 -0.10 0.21
-0.13 -0.23 0.56
-0.21 0.25 0.12
0.03 0.37 0.04
-0.61 0.00 -0.35
-0.22 -0.30 -0.32
1.93 -0.30 1.10
-2.97 1.97 -0.96
-0.08 0.83 0.93
0.69 -0.25 1.39
0.42 -0.02 -2.88
-0.85 -1.38 1.35
1.51 -1.44 0.03
-2.46 0.14 -0.39
0.67 -0.70 -0.07
-0.64 0.35 -0.53
-0.11 0.05 0.15
0.06 0.43 -0.24
0.06 -0.23 0.29
0.34 0.43 -0.19
0.66 0.05 0.17
0.85 0.31 0.10
-0.10 -0.25 -0.24
0.35 -0.53 -1.74
0.92 -0.19 2.36
-0.50 0.01 1.22
-0.73 -0.05 0.21
-1.24 0.53 -0.44
1.04 -0.36 0.81
0.19 -0.67 -2.18
0.46 -0.50 0.70
-0.21 0.46 -0.25
0.30 0.38 0.26
0.01 -0.29 0.27
-0.27 -0.13 0.12
-0.14 0.19 -0.51
-0.07 0.18 -0.14
-0.01 0.05 0.05
0.08 0.22 -0.36
-0.18 0.69 -0.42
-1.00 1.19 -1.89
0.25 0.32 0.79
0.31 -1.11 -0.87
-0.58 0.28 0.31
0.00 0.78 0.56
-0.91 -1.03 0.33
1.74 1.04 -1.19
-0.10 -0.69 0.83
-0.08 0.13 0.40
0.23 -0.46 0.04
-0.25 -1.11 0.90
0.26 0.03 0.22
0.50 0.49 0.32
-0.20 -0.30 -0.42
0.00 0.49 -0.42
-0.33 -0.08 -0.03
0.18 0.03 0.11
-0.14 -1.82 -0.77
-0.51 2.23 0.82
-0.39 0.24 2.94
0.16 -0.55 -0.64
0.65 -0.42 -1.70
-0.59 0.15 0.32
-0.92 -1.94 -0.69
-0.35 1.99 0.98
0.33 0.72 0.14
0.15 -0.17 0.03
-0.15 0.42 -0.27
0.56 -0.38 -0.14
0.39 0.76 -0.47
0.30 -0.50 -0.28
-0.02 -0.20 -0.23
0.03 -0.34 0.27
0.48 -0.17 -0.30

---

# 2
The following is a DFT calculation (ωB97M-V with the def2-TZVPD basis set) of a 9-piece molecular cluster, H18O9 overall.

relative energy (zero: lowest compared OMol25 entry of this formula, charge and spin) = 143.4 kJ/mol
charge = 0
HOMO = -11.23 eV
calculated total energy = -18720.6493 eV
orbital gap = 11.586 eV
structure (SMILES) = O.O.O.O.O.O.O.O.O

Each line ends with the Mulliken charge.
Positions of all 27 atoms, in Å:
O  -2.247  0.650  0.475  -0.581
H  -2.619  1.115  1.251  0.269
H  -2.006  -0.255  0.800  0.347
O  1.415  -0.829  -2.687  -0.610
H  0.595  -1.222  -2.298  0.304
H  1.298  -1.192  -3.572  0.285
O  1.921  -0.305  3.184  -0.652
H  2.108  -0.392  4.098  0.275
H  2.299  0.521  2.821  0.348
O  -1.491  -0.761  -2.089  -0.580
H  -1.224  -0.208  -1.394  0.209
H  -1.988  -1.522  -1.683  0.332
O  -1.453  -1.835  1.018  -0.700
H  -1.450  -2.537  1.662  0.286
H  -0.483  -1.899  0.764  0.418
O  1.232  -2.020  0.872  -0.732
H  1.288  -1.339  0.188  0.320
H  1.492  -1.562  1.668  0.420
O  -1.915  2.298  -1.884  -0.643
H  -2.453  1.915  -1.193  0.313
H  -1.916  1.658  -2.609  0.333
O  1.807  2.003  1.827  -0.653
H  1.640  1.652  0.927  0.378
H  1.098  2.611  1.898  0.286
O  1.073  1.201  -0.989  -0.599
H  1.728  0.823  -1.606  0.289
H  0.251  1.429  -1.452  0.338

Cartesian forces, eV/Å:
-0.30 0.09 0.83
0.39 -0.45 -0.66
-0.26 0.55 -0.03
-1.07 -1.14 -0.03
0.58 0.77 0.03
0.54 0.23 -0.31
-0.18 -0.28 -1.60
0.45 0.09 1.16
-0.48 -0.11 0.48
-1.02 -2.70 -1.40
0.31 1.29 1.94
0.72 1.34 -0.38
1.18 -0.27 -0.75
-0.58 -0.34 0.58
-0.74 0.30 0.32
-0.32 -0.17 -1.04
0.33 0.00 -0.06
0.28 0.49 0.99
0.65 0.25 -0.72
-0.16 -0.48 0.42
-0.26 0.07 0.19
0.86 -0.86 -1.09
0.24 0.05 0.17
-1.01 1.01 0.52
0.35 -0.04 0.55
-0.93 0.22 0.00
0.42 0.09 -0.08

---

# 3
The following is a DFT calculation (ωB97M-V with the def2-TZVPD basis set) of a 2-piece molecular cluster, CBrCl2F overall.

relative energy (zero: lowest compared OMol25 entry of this formula, charge and spin) = 137.3 kJ/mol
charge = 0
HOMO (alpha / beta) = -11.23 / -9.12 eV
calculated total energy = -98838.6281 eV
orbital gap (alpha / beta) = 10.268 / 5.556 eV

Each line ends with the Mulliken charge.
Positions of all 5 atoms, in Å:
C  -0.267  0.112  -0.278  0.341
F  -0.353  -0.875  0.654  -0.173
Cl  1.251  0.081  -0.917  -0.049
Cl  -1.179  1.426  0.333  -0.082
Br  4.334  0.184  0.128  -0.038

Cartesian forces, eV/Å:
-1.29 -1.17 2.06
-0.27 -0.02 -0.55
1.25 0.77 -0.87
0.50 0.41 -0.62
-0.19 0.01 -0.03